# 1
Density functional theory data (wB97M-V/def2-TZVPD) for 5 unconnected molecules or ions with the total composition C12H28BrN4O4.

```
49
Properties=species:S:1:pos:R:3:mulliken_charge:R:1
Br -1.1375 0.4227 -0.2635 -0.87
O 3.4686 -3.5459 1.5126 -0.65
O -1.6330 -0.4309 -5.6507 -0.55
O 4.3300 2.2465 0.0333 -0.73
O -4.9473 -0.1020 3.3579 -0.74
N -4.1075 0.2649 1.3018 0.07
N 2.3575 1.5461 -0.7549 0.13
N -1.4801 0.8246 -3.7490 0.06
N 2.5050 -1.6599 2.4103 -0.11
C -4.0245 -0.2367 2.4987 0.91
C -0.9625 2.0191 -4.2106 -1.04
C 2.4008 2.1450 1.6093 -0.82
C -2.7749 -0.9910 2.9420 -1.26
C -1.7764 -0.3437 -4.5148 0.62
C -2.0555 -1.5828 -3.7587 -0.76
C -5.2693 1.1082 0.8470 -0.98
C 3.1243 1.9451 0.1903 0.84
C 1.5144 -1.3463 1.4534 -1.10
C 2.7463 1.4134 -2.1855 -0.87
C 3.4198 -2.6797 2.3943 0.64
C 4.4459 -2.7524 3.5630 -1.17
H 1.5742 2.7014 1.8033 0.43
H -5.0259 1.8436 1.3498 0.47
H 3.8470 1.1907 -2.3490 0.31
H -5.4033 1.2534 -0.2377 0.24
H -3.0349 -1.2778 4.0383 0.25
H -6.1889 0.6951 1.2674 0.29
H -1.7634 0.7411 -2.6997 0.00
H 5.4114 -3.3250 3.1894 0.24
H -1.3789 -2.3203 -3.9754 0.31
H 4.8166 -1.9537 3.8975 0.51
H 0.0038 2.1693 -4.1612 0.42
H -1.7460 -0.5183 2.8523 0.23
H 2.6016 -0.8300 3.0977 0.28
H 3.0720 2.5416 2.3433 0.36
H -3.1774 0.2665 0.7899 -0.03
H -2.3861 -1.7218 2.4730 0.52
H 2.4556 2.2948 -2.7855 0.30
H 1.3622 1.2402 -0.5671 -0.07
H -1.1962 1.9922 -5.5238 0.21
H -1.8966 -1.3567 -2.6234 0.09
H 2.1770 -0.5671 0.8720 0.27
H 2.2529 1.1793 1.8767 -0.14
H 2.1651 0.5945 -2.8359 0.23
H -1.5921 2.9407 -4.1717 0.35
H 3.9813 -3.2317 4.4281 0.27
H 1.2771 -2.1984 0.8145 0.34
H 0.7354 -0.7053 1.6417 0.42
H -3.0874 -1.9024 -3.8305 0.25
```

Its total charge is -1. The gap between HOMO and LUMO comes out at 8.7 eV.

# 2
Density functional theory data (wB97M-V/def2-TZVPD) for a molecular structure, C34H49BrGeO3PdS2.

```
91
Properties=species:S:1:pos:R:3:mulliken_charge:R:1
Pd -0.7392 0.5060 0.1577 1.00
Br 1.1356 0.0307 2.5073 -0.15
Ge 1.7614 2.7486 -0.1930 0.57
S -2.2394 3.2737 -0.6592 0.61
S -3.1659 -1.3699 0.0525 0.77
O 0.1958 -1.2084 -0.2083 -0.28
O -2.5337 -0.5601 1.1454 -0.79
O -2.0097 2.1931 0.3735 -0.28
C 2.6909 -2.8220 -3.1145 -1.78
C -3.9335 1.8811 -2.3621 -1.26
C -2.8109 4.6056 1.6615 -0.06
C 5.4602 -3.3464 2.7539 -1.73
C -3.0788 5.7496 2.4003 -0.72
C -6.5213 -3.6527 2.0941 -0.41
C -5.1882 -3.2265 0.1412 -0.34
C -5.8066 -2.6957 2.7995 -0.64
C 0.3282 -2.4480 -2.5390 -2.07
C 6.3714 -1.5974 1.2162 -1.66
C -3.1390 6.9872 1.7754 -0.43
C -2.6458 5.9618 -0.3402 -0.40
C 2.1553 -2.4527 -0.6843 -0.47
C -4.2091 -0.1935 -0.8647 -0.93
C 1.4085 -1.5672 0.1336 0.84
C -4.7821 -1.9904 2.1810 -0.37
C -4.4955 -2.2569 0.8539 0.16
C 0.5762 1.4300 -1.0188 -1.34
C -2.6099 4.7300 0.2977 0.03
C 3.4233 -2.8533 -0.2640 -0.30
C 2.0491 -1.1421 1.3165 -0.48
C -3.9080 2.9558 -1.2809 -0.91
C -3.4118 0.4987 -1.9704 0.34
C -2.9219 7.0957 0.4074 -0.66
C 4.0376 -2.4205 0.9036 -0.45
C 1.4198 -4.5522 -1.8222 -1.71
C 3.4224 1.9480 0.4649 -1.23
C 1.6400 -3.0431 -2.0117 2.22
C 5.4540 -2.8253 1.3108 1.93
C 0.8689 3.7811 1.2160 -1.06
C 3.3128 -1.5399 1.6959 0.01
C 2.2352 4.0293 -1.6107 -1.36
C 6.0199 -3.9225 0.4091 -2.08
C -6.2119 -3.9203 0.7658 -0.63
H -2.4473 6.0375 -1.4035 0.43
H 1.5913 4.3968 1.7552 0.50
H 7.3930 -1.8551 1.5092 0.45
H 0.1161 -2.9103 -3.5081 0.52
H 4.8022 -4.2118 2.8544 0.39
H -6.0411 -2.5009 3.8378 0.39
H 0.1220 4.4509 0.7821 0.19
H 3.6450 1.0331 -0.0870 0.30
H 2.6653 3.5064 -2.4670 0.38
H 7.0050 -4.2211 0.7739 0.44
H 3.9592 -3.5486 -0.8940 0.31
H 6.4710 -3.6462 3.0423 0.46
H 3.7238 -1.1495 2.6184 0.38
H 3.3475 1.6926 1.5213 0.33
H 2.9631 4.7610 -1.2557 0.38
H 1.3465 4.5654 -1.9516 0.33
H 0.3989 -1.3688 -2.6782 0.28
H -2.3589 0.5730 -1.6775 -0.39
H 2.3041 -3.1839 -4.0705 0.50
H 4.2496 2.6469 0.3289 0.48
H 2.3387 -5.0564 -1.5180 0.30
H 3.6244 -3.3487 -2.9191 0.34
H -4.1940 -1.2510 2.7088 0.42
H -3.4298 -0.1307 -2.8619 0.52
H 6.0216 -0.7958 1.8692 0.34
H -4.5591 0.4873 -0.0852 0.24
H -4.4969 2.7080 -0.3948 0.36
H 1.0743 -5.0059 -2.7555 0.45
H -2.9525 8.0642 -0.0738 0.40
H 6.3914 -1.2117 0.1950 0.34
H 1.1806 0.6654 -1.5133 0.43
H -2.7340 3.6305 2.1243 0.40
H -7.3152 -4.2024 2.5826 0.39
H 0.6661 -4.7327 -1.0530 0.34
H -4.9652 1.8054 -2.7189 0.40
H -3.2325 5.6735 3.4684 0.41
H -4.9238 -3.4442 -0.8878 0.42
H -0.5058 -2.6385 -1.8681 0.28
H -4.2700 3.9045 -1.6810 0.59
H 5.1258 -2.5867 3.4612 0.32
H -6.7597 -4.6784 0.2218 0.37
H 6.1395 -3.5789 -0.6204 0.36
H 0.3716 3.1210 1.9253 0.22
H -5.0626 -0.7449 -1.2602 0.71
H 2.9187 -1.7590 -3.2182 0.34
H -3.3432 2.2365 -3.2105 0.39
H -0.0051 1.9351 -1.8017 0.58
H -3.3430 7.8753 2.3588 0.39
H 5.3792 -4.8068 0.4051 0.41
```

The gap between HOMO and LUMO comes out at 6.9 eV.

# 3
Density functional theory data (wB97M-V/def2-TZVPD) for C2H5FN2 in the gas phase.

```
10
Properties=species:S:1:pos:R:3:mulliken_charge:R:1
F -1.1599 -0.9729 -0.2060 -0.33
N 1.3735 -0.7366 0.2076 -0.39
N 1.1728 0.5487 -0.1288 -0.36
C -1.2052 0.3693 0.2155 -0.12
C 0.0544 1.0752 -0.0742 -0.14
H -1.4220 0.5673 1.3394 0.23
H -1.9401 0.9284 -0.4436 0.24
H 0.1070 2.1768 -0.3139 0.35
H 0.5376 -1.2887 0.0850 0.27
H 2.2376 -0.9791 -0.2121 0.25
```

As for the SMILES: N/N=C\CF. The gap between HOMO and LUMO comes out at 10.0 eV.

# 4
Density functional theory data (wB97M-V/def2-TZVPD) for C10H17NO in the gas phase.

```
29
Properties=species:S:1:pos:R:3:mulliken_charge:R:1
O -3.6585 -2.2298 -0.5157 -0.63
N -3.9899 -0.3337 0.6387 -0.47
C -1.1518 -0.0060 -0.8492 -0.46
C 1.9182 -0.3081 0.7909 -0.52
C 3.9738 -1.3303 -0.3445 -1.33
C 0.1086 0.8404 -0.5708 0.08
C -1.9688 2.5168 -0.3168 -0.84
C -1.1823 1.5183 -0.6376 -0.17
C -3.2072 -1.2135 0.0051 0.23
C 2.8867 -0.2468 -0.3481 -0.09
C -1.7354 -0.9459 0.1377 -0.42
C 0.8310 0.7529 0.8054 -0.55
H 1.2107 1.7717 1.1805 0.38
H 4.4885 -1.2343 0.5981 0.35
H 2.4427 -0.1568 1.7316 0.36
H -1.6542 3.4460 0.2539 0.21
H 3.4189 0.7563 -0.3342 0.22
H -4.9396 -0.3536 0.3353 0.30
H 4.7733 -1.1908 -1.1213 0.34
H 3.5982 -2.3449 -0.5347 0.33
H 2.2391 -0.2401 -1.3000 0.19
H -1.2102 -0.2289 -1.8901 0.53
H -1.2993 -1.9659 0.0043 0.27
H 0.8550 0.9281 -1.4046 0.48
H -3.0698 2.5146 -0.4995 0.33
H -1.5584 -0.5441 1.1964 0.24
H -3.5762 0.6547 0.5638 0.21
H 1.3525 -1.2999 0.8057 0.14
H 0.1046 0.4738 1.6198 0.28
```

As for the SMILES: C=C1[C@@H](CCCC)[C@H]1CC(N)=O. The gap between HOMO and LUMO comes out at 10.5 eV.

Record-wise relative energy (zero: lowest compared OMol25 entry of this formula, charge and spin) values, in kJ/mol: 302.5 9.6 156.8 116.5